Record 1
The following is a DFT calculation (wB97M-V/def2-TZVPD) of C46H43Br2IrN2O2P2S as an isolated structure.

Geometry as XYZ:
```
99
Properties=species:S:1:pos:R:3:forces:R:3:mulliken_charge:R:1
Ir -14.957 14.698 14.505 1.60 0.94 -0.73 0.88
Br -19.697 18.078 11.387 0.07 -0.48 0.57 -0.13
C -18.545 16.856 12.278 0.71 -0.18 -1.71 -0.51
C -17.378 16.494 11.533 -0.12 -0.89 2.04 -0.72
C -16.440 15.681 12.159 -1.06 1.02 0.41 -0.41
N -16.588 15.370 13.470 -1.12 -0.96 -1.01 -0.11
C -17.752 15.547 14.130 -0.90 1.16 -3.25 0.66
C -18.827 16.263 13.498 0.80 -0.46 1.08 -0.51
C -17.806 15.021 15.454 0.24 -0.95 3.27 0.87
C -19.068 15.309 17.269 -0.50 -0.66 0.41 -0.72
C -18.951 14.698 18.645 0.51 -0.16 -0.07 -0.76
Br -20.616 14.564 19.578 0.95 -0.02 -0.16 -0.10
C -17.759 14.213 19.060 -0.87 -0.91 0.76 -0.70
C -16.579 14.213 18.130 0.03 -0.02 0.27 0.54
N -16.364 14.462 15.936 -2.58 -0.77 2.01 -0.94
H -17.181 16.761 10.528 -0.24 0.53 -0.73 0.67
H -15.535 15.312 11.701 0.07 0.24 -0.26 0.61
H -19.818 16.365 13.982 0.84 0.11 -0.31 0.52
H -19.972 15.910 17.144 0.34 0.16 0.47 0.77
H -17.622 13.658 20.037 -0.40 0.97 -1.19 0.54
H -15.659 14.057 18.678 0.10 0.14 0.35 0.91
C -12.671 12.803 16.027 0.95 -1.04 -0.47 -1.79
C -13.605 12.959 17.218 1.01 -0.95 -0.82 -1.17
P -15.063 11.912 17.025 -0.60 1.85 1.49 0.59
C -16.561 13.210 16.878 1.23 0.33 -0.36 0.67
C -16.481 15.387 17.168 -0.56 -0.42 -0.93 -0.89
C -17.806 15.969 16.727 -0.29 -0.04 -1.89 -0.47
C -19.097 14.272 16.071 -0.56 1.70 -1.33 -0.45
C -18.911 12.836 16.262 0.23 -1.13 0.60 -1.65
C -17.696 12.358 16.555 -1.00 -1.84 -0.17 -0.85
C -15.106 11.234 18.705 -0.02 -0.36 -1.14 0.86
C -13.942 10.633 19.245 -0.31 0.31 0.27 -0.54
C -14.004 10.062 20.508 1.29 -0.47 0.47 -0.64
C -15.159 10.205 21.269 -1.48 0.21 -1.08 -0.52
C -16.374 10.705 20.666 1.25 -0.25 1.42 -0.75
C -16.325 11.179 19.379 -0.31 -0.22 0.38 -0.47
P -13.293 13.226 14.341 -0.64 -0.77 -1.05 1.46
C -11.879 13.687 13.342 0.98 -0.67 -0.37 0.99
C -10.782 14.346 13.915 -0.66 -0.16 -0.15 -0.59
C -9.600 14.398 13.199 0.73 1.33 1.24 -0.90
C -9.452 13.865 11.947 -0.50 -0.36 -0.39 -0.74
C -10.554 13.270 11.333 0.45 -0.31 -0.60 -0.65
C -11.741 13.141 12.028 0.02 0.99 0.58 -0.61
C -13.791 11.637 13.576 0.66 0.44 0.89 0.35
C -12.893 10.575 13.678 0.89 0.29 0.60 -0.54
C -13.402 9.301 13.570 0.50 -1.13 -0.32 -0.77
C -14.741 9.050 13.246 -0.11 0.42 -0.45 -0.63
C -15.577 10.151 12.972 0.16 -1.25 0.30 -0.63
C -15.102 11.435 13.163 0.13 -0.23 -0.01 -0.20
H -12.290 11.743 15.929 -0.44 0.97 0.35 0.46
H -11.798 13.384 16.258 0.58 0.44 -0.24 0.88
H -13.894 13.974 17.434 -0.26 0.52 -0.26 0.25
H -13.050 12.620 18.090 -0.12 0.05 0.02 1.26
H -15.697 16.111 17.193 0.69 0.25 0.57 0.62
H -17.861 17.000 16.381 0.14 0.26 0.91 0.52
H -20.051 14.502 15.485 1.49 -0.50 0.43 0.56
H -19.765 12.146 16.223 0.41 0.37 -0.38 0.53
H -17.490 11.242 16.561 -0.68 1.39 0.12 0.52
H -12.999 10.752 18.727 0.03 -0.53 -0.06 0.40
H -13.118 9.508 20.949 -1.11 1.04 -0.63 0.37
H -15.171 9.910 22.307 -0.04 -0.18 0.02 0.44
H -17.259 10.737 21.314 0.24 0.06 -0.61 0.42
H -17.177 11.587 18.870 -0.52 -0.10 0.17 0.67
H -10.834 14.833 14.904 0.02 -0.45 -0.59 0.28
H -8.805 14.970 13.691 0.04 -0.44 -0.43 0.40
H -8.507 13.901 11.438 0.24 0.13 -0.13 0.46
H -10.438 12.879 10.296 -0.32 0.33 0.98 0.39
H -12.574 12.716 11.503 -0.36 -0.31 0.13 0.45
H -11.780 10.741 13.907 -1.85 -0.24 -0.32 0.44
H -12.686 8.486 13.703 -0.44 -0.01 -0.07 0.44
H -15.104 8.016 13.106 0.24 0.75 0.24 0.41
H -16.609 9.967 12.684 0.19 0.15 -0.12 0.46
H -15.728 12.280 12.946 -0.27 0.31 0.24 0.36
C -10.132 15.664 4.720 1.74 -0.57 -1.55 -1.42
C -10.718 16.231 5.912 -1.52 -0.50 1.88 0.90
C -10.258 17.333 6.620 0.37 0.28 0.05 -0.55
C -10.803 17.680 7.859 -0.70 -0.38 0.02 -0.60
C -11.819 16.885 8.384 -0.58 0.90 -0.36 0.55
C -12.346 15.819 7.673 -0.30 -0.84 0.52 -0.54
C -11.790 15.486 6.459 -0.21 0.52 0.15 -0.68
S -12.642 17.235 9.939 0.63 1.09 0.09 0.35
C -14.194 18.095 9.431 0.46 -1.22 -0.70 -0.94
O -13.059 15.888 10.381 -0.78 -0.87 0.63 -0.41
H -9.416 16.350 4.250 -0.32 -0.08 -0.15 0.38
H -10.905 15.353 3.999 0.45 0.06 0.19 0.34
H -9.505 14.780 5.004 -0.66 0.47 -0.31 0.28
H -9.440 17.932 6.217 -0.19 -0.15 0.04 0.35
H -10.512 18.571 8.398 0.30 -0.02 -0.04 0.43
H -13.138 15.200 8.160 0.69 0.64 -0.63 0.22
H -12.247 14.663 5.921 0.34 -0.06 -0.19 0.35
H -14.727 17.344 8.829 0.16 0.39 -0.20 0.28
H -14.009 19.030 8.892 -0.03 -0.25 0.19 0.43
H -14.774 18.213 10.331 0.07 0.38 0.49 0.30
C -13.028 16.930 15.266 0.49 -1.26 -0.09 -1.05
C -13.901 16.409 14.104 0.01 2.31 -0.76 0.77
O -14.017 16.991 13.029 0.32 -1.23 2.06 -0.46
H -13.205 17.953 15.546 -0.14 0.57 -0.26 0.44
H -11.963 16.763 15.051 -0.22 0.38 -0.30 0.28
H -13.204 16.308 16.149 -0.17 0.08 0.01 0.13
```
Forces are in eV/Å.

Results
Orbital gap (spin up / spin down)   0.201 / 0.095 hartree
Spin multiplicity   5
⟨S²⟩   6.028
Total charge   +2

Record 2
The following is a DFT calculation (wB97M-V/def2-TZVPD) of C46H43BrClN2OP2RuS2 as an isolated structure.

Geometry as XYZ:
```
99
Properties=species:S:1:pos:R:3:forces:R:3:mulliken_charge:R:1
Ru -0.266 -0.138 0.039 0.39 0.05 0.55 0.33
C -1.579 -2.174 -2.582 -0.12 0.25 0.24 -2.27
N -2.746 -1.422 -2.937 -0.07 -0.03 -0.04 1.57
C -3.390 -0.519 -2.002 0.25 -0.24 -0.16 -2.24
P -2.714 -0.310 -0.294 -0.75 0.08 0.04 2.09
C -3.280 -1.737 0.663 0.16 -0.10 0.01 0.38
C -3.751 -2.906 0.072 -0.09 0.03 -0.06 -0.51
C -4.025 -4.019 0.858 -0.03 -0.06 -0.04 -0.69
C -3.836 -3.966 2.230 0.03 0.06 0.03 -0.60
C -3.380 -2.794 2.827 -0.04 -0.02 -0.04 -0.75
C -3.094 -1.688 2.047 -0.07 -0.08 -0.03 -0.60
C -3.864 1.038 0.133 0.11 0.10 0.03 0.83
C -3.636 2.283 -0.458 -0.10 -0.03 0.07 -0.49
C -4.502 3.337 -0.228 -0.01 -0.02 -0.03 -0.75
C -5.599 3.160 0.610 0.00 0.03 -0.03 -0.61
C -5.824 1.931 1.207 -0.01 -0.06 0.02 -0.68
C -4.962 0.865 0.967 -0.04 0.03 0.02 -0.59
C -3.450 -1.728 -4.123 0.03 -0.06 0.13 0.48
C -4.207 -0.745 -4.763 -0.07 0.06 -0.05 -0.33
C -4.920 -1.043 -5.917 0.03 0.00 0.07 -0.76
C -4.893 -2.320 -6.458 -0.01 0.00 -0.02 -0.51
C -4.145 -3.302 -5.826 0.06 0.03 0.04 -0.95
C -3.432 -3.015 -4.668 -0.02 -0.06 -0.02 -0.27
P -0.083 -1.156 -2.129 -0.09 -0.31 -0.90 0.59
C -0.002 0.086 -3.453 0.14 0.16 0.08 0.96
C -0.263 -0.203 -4.793 -0.09 -0.02 0.04 -0.39
C -0.123 0.783 -5.758 0.02 -0.06 -0.05 -0.83
C 0.274 2.065 -5.398 -0.03 0.03 0.07 -0.80
C 0.502 2.374 -4.064 -0.01 -0.02 0.01 -0.72
C 0.358 1.389 -3.095 -0.04 -0.21 -0.30 -0.65
C 1.129 -2.462 -2.523 0.26 0.07 0.43 1.03
C 1.857 -2.543 -3.706 0.03 0.01 -0.01 -0.42
C 2.741 -3.598 -3.904 -0.02 0.03 -0.06 -0.69
C 2.912 -4.567 -2.925 -0.01 -0.01 0.03 -0.66
C 2.200 -4.483 -1.734 -0.05 0.05 -0.02 -0.78
C 1.310 -3.436 -1.536 -0.01 0.02 -0.08 -0.59
H -1.268 -2.770 -3.432 -0.02 -0.11 -0.10 1.14
H -1.736 -2.856 -1.735 0.06 -0.13 -0.04 0.20
H -4.439 -0.798 -1.871 -0.14 0.04 0.00 0.65
H -3.384 0.504 -2.377 0.00 0.18 -0.06 0.73
H -3.919 -2.952 -1.000 0.03 -0.01 0.07 0.35
H -4.383 -4.931 0.393 0.01 0.08 0.03 0.44
H -4.040 -4.838 2.839 -0.01 0.03 -0.02 0.40
H -3.233 -2.753 3.899 -0.01 0.01 -0.03 0.43
H -2.724 -0.777 2.504 0.06 -0.03 0.04 0.54
H -2.765 2.423 -1.087 0.01 0.05 -0.03 0.41
H -4.323 4.299 -0.693 0.00 -0.05 0.03 0.43
H -6.280 3.983 0.790 0.04 -0.04 0.01 0.39
H -6.680 1.791 1.856 0.05 0.00 -0.03 0.43
H -5.152 -0.098 1.425 -0.02 0.05 0.00 0.38
H -4.236 0.265 -4.371 0.00 -0.07 -0.01 0.32
H -5.500 -0.263 -6.397 0.03 -0.03 0.02 0.40
H -5.455 -2.549 -7.356 0.04 0.01 0.06 0.41
H -4.128 -4.311 -6.222 0.01 0.06 0.03 0.41
H -2.891 -3.812 -4.171 -0.04 0.04 -0.04 0.44
H -0.589 -1.196 -5.086 0.04 0.05 -0.01 0.50
H -0.316 0.547 -6.798 -0.02 0.02 0.05 0.48
H 0.390 2.830 -6.157 -0.01 -0.04 0.02 0.43
H 0.790 3.381 -3.782 -0.03 -0.07 0.01 0.50
H 0.526 1.618 -2.051 0.10 0.10 0.17 0.28
H 1.748 -1.784 -4.472 0.02 -0.04 0.04 0.44
H 3.298 -3.660 -4.833 -0.03 0.00 0.08 0.45
H 3.598 -5.389 -3.089 -0.01 0.07 0.02 0.42
H 2.348 -5.222 -0.956 -0.05 0.02 -0.05 0.48
H 0.759 -3.360 -0.602 0.08 -0.01 0.01 0.41
S -1.131 2.682 1.668 -0.03 0.11 -0.21 -0.24
C 0.006 1.644 1.208 -0.14 -0.13 0.19 -0.60
Br 5.449 -2.923 1.131 0.02 -0.01 0.01 -0.12
C 4.720 -1.715 -0.119 -0.01 -0.03 0.05 -0.72
C 5.492 -1.197 -1.143 0.01 -0.03 -0.06 -0.32
C 4.877 -0.334 -2.034 0.14 -0.06 -0.12 -1.19
C 3.550 0.004 -1.833 -0.36 -0.01 -0.01 -0.21
N 2.814 -0.468 -0.823 0.43 -0.16 -0.12 1.43
C 3.391 -1.340 0.008 0.00 0.08 -0.31 -0.45
H 6.539 -1.457 -1.235 -0.07 -0.05 -0.04 0.49
H 5.430 0.082 -2.870 -0.08 -0.02 0.08 0.56
H 3.051 0.695 -2.509 0.03 -0.03 0.07 0.34
H 2.780 -1.750 0.801 -0.10 -0.01 0.05 0.52
C 5.587 4.326 -2.115 -0.08 -0.14 0.08 -1.51
C 4.805 3.514 -1.112 -0.01 0.08 -0.08 0.89
C 3.461 3.787 -0.864 0.00 -0.05 -0.02 -0.93
C 2.723 3.039 0.046 0.01 0.03 0.00 -0.32
C 3.353 2.006 0.720 0.07 0.17 0.06 0.70
C 4.688 1.701 0.483 0.04 -0.05 0.25 -0.72
C 5.404 2.457 -0.428 -0.01 0.08 0.09 -1.15
S 2.508 0.994 1.923 -0.06 0.20 -0.26 0.79
C 3.306 1.622 3.389 -0.11 -0.08 0.21 -1.24
O 1.109 1.731 2.177 0.40 0.26 -0.02 -0.15
H 5.186 5.336 -2.200 0.03 -0.02 0.01 0.40
H 5.532 3.862 -3.103 0.01 0.03 0.03 0.29
H 6.639 4.387 -1.834 -0.05 0.02 -0.02 0.40
H 2.976 4.608 -1.382 0.04 -0.05 0.03 0.43
H 1.683 3.277 0.219 0.01 -0.02 0.07 0.50
H 5.166 0.867 0.995 -0.05 0.17 -0.09 0.56
H 6.448 2.226 -0.605 -0.04 0.00 0.00 0.42
H 3.064 2.680 3.466 0.06 0.00 0.00 0.42
H 4.377 1.463 3.279 -0.03 -0.02 -0.01 0.44
H 2.922 1.066 4.245 0.01 0.01 -0.06 0.45
Cl 0.279 -1.549 1.831 -0.07 -0.18 -0.13 -0.58
```
Forces are in eV/Å.

Results
Orbital gap (spin up / spin down)   0.257 / 0.232 hartree
Spin multiplicity   5
⟨S²⟩   6.021
Total charge   +1

Number 1: F_max 3.568 eV Å⁻¹. Number 2: F_max 0.954 eV Å⁻¹.